No. 1
{"formula": "C6H8BrF3N2O", "method": "ωB97M-V with the def2-TZVPD basis set", "max_force_ev_per_a": 5.174, "charge": 0, "spin_multiplicity": 3, "gap_ev": [7.6395, 6.7996], "e_tot_ha": -3291.60444, "symbols": ["C", "C", "C", "C", "C", "C", "N", "N", "O", "F", "F", "F", "Br", "H", "H", "H", "H", "H", "H", "H", "H"], "positions_angstrom": [[0.743, 0.718, 0.409], [0.631, 2.062, 0.104], [1.972, -1.239, -0.465], [-0.455, -0.109, 0.802], [-1.450, -0.531, -0.251], [-2.455, -1.554, 0.252], [2.723, 2.670, -0.447], [1.468, 2.844, -0.580], [1.930, 0.160, 0.086], [-3.421, -1.805, -0.706], [-3.259, -1.077, 1.294], [-1.894, -2.653, 0.601], [-1.003, 2.985, 0.482], [3.076, -1.429, -0.602], [1.305, -1.408, -1.379], [1.376, -2.021, 0.156], [-1.070, 0.539, 1.637], [-0.202, -0.949, 1.420], [-2.151, 0.314, -0.416], [-1.064, -0.878, -1.196], [3.199, 3.362, -1.200]], "mulliken_charge": [0.58, 0.18, -0.62, -1.44, -0.16, 0.77, -0.50, -0.10, -0.43, -0.29, -0.29, -0.23, -0.19, 0.27, 0.26, 0.26, 0.38, 0.73, 0.22, 0.33, 0.26]}

=====

No. 2
{"formula": "C6H8BrNO", "method": "ωB97M-V with the def2-TZVPD basis set", "max_force_ev_per_a": 4.111, "smiles": "C/C(Br)=C(\\O)CCC#N", "de_lowest_kcal_mol": 16.2, "charge": 0, "gap_ev": 9.4752, "e_tot_ha": -2937.35231, "symbols": ["C", "C", "Br", "C", "O", "C", "C", "C", "N", "H", "H", "H", "H", "H", "H", "H", "H"], "positions_angstrom": [[0.548, -0.514, -2.461], [-0.106, -0.769, -1.181], [-0.678, -2.586, -0.790], [-0.242, 0.137, -0.246], [0.222, 1.343, -0.543], [-1.108, 0.003, 1.061], [-0.416, 0.659, 2.225], [1.051, 0.122, 2.128], [2.064, 0.086, 1.564], [-0.005, 0.195, -3.111], [0.782, -1.406, -3.182], [1.461, 0.043, -2.219], [1.183, 1.161, -0.399], [-2.184, 0.284, 0.902], [-1.296, -1.103, 1.155], [-1.115, 0.662, 3.033], [-0.163, 1.683, 2.065]], "mulliken_charge": [-0.91, 0.14, -0.23, 0.25, -0.54, -0.58, -0.46, 0.32, -0.53, 0.28, 0.30, 0.25, 0.44, 0.31, 0.30, 0.41, 0.24]}